# 1
Entry from the OMol25 dataset: an isolated molecule of H2N2O3S2 (wB97M-V/def2-TZVPD).

The multiplicity is 1. The total charge is 0. The value obtained for the HOMO energy is -11.1 eV. The energy above the lowest of the compared OMol25 structures with the same formula, charge and spin comes out at 0.779 eV. The value obtained for the lowest unoccupied orbital energy is -0.0438 Eh. The calculation puts the total energy at -30822.27521 eV.

CARTESIAN COORDINATES (ANGSTROEM)
N1 -2.80992 -0.78932 0.10944
N2 0.11909 0.44129 -0.14792
O1 -1.98748 1.34352 1.13436
O2 -2.00818 1.07535 -1.32883
O3 -4.86445 0.54460 -0.02050
S1 -1.67051 0.58554 -0.01991
S2 -4.35691 -0.76650 0.02345
H1 0.48579 -0.51025 -0.43377
H2 -0.02101 0.98472 -1.02697

# 2
Entry from the OMol25 dataset: an isolated molecule of C23H24N2O4 (wB97M-V/def2-TZVPD).

Its SMILES is COc1ccccc1C(O)(C(=O)NN(C)c1ccccc1)c1ccccc1OC. The multiplicity is 1. The total charge is 0. The value obtained for the HOMO energy is -7.9 eV. The energy above the lowest of the compared OMol25 structures with the same formula, charge and spin comes out at 3.088 eV. The value obtained for the lowest unoccupied orbital energy is 0.0215 Eh. The calculation puts the total energy at -35409.67977 eV.

CARTESIAN COORDINATES (ANGSTROEM)
C1 1.63116 -1.95551 0.59060
H1 1.98948 -1.70372 1.58822
H2 2.41363 -1.73409 -0.14318
H3 1.38432 -3.02017 0.55600
O1 0.49215 -1.15401 0.38777
C2 -0.24075 -1.31886 -0.76769
C3 0.14327 -2.17048 -1.79274
C4 -0.62295 -2.27726 -2.94230
C5 -1.78095 -1.53859 -3.07372
C6 -2.17053 -0.69359 -2.04887
C7 -1.42124 -0.56997 -0.89154
C8 -1.88917 0.40308 0.18876
C9 -1.70188 -0.12700 1.60045
C10 -1.30051 0.70943 2.62766
C11 -1.19663 0.25113 3.93094
C12 -1.51265 -1.06214 4.21459
C13 -1.94713 -1.90796 3.20865
C14 -2.05995 -1.45290 1.89931
O2 -2.49256 -2.21895 0.86605
C15 -2.91718 -3.53359 1.11832
H4 -2.10159 -4.15760 1.50097
H5 -3.24283 -3.92176 0.15427
H6 -3.75610 -3.56029 1.82106
H7 -2.20536 -2.92539 3.45709
H8 -1.43420 -1.43667 5.22464
H9 -0.87709 0.92008 4.71526
H10 -1.07297 1.74293 2.41312
O3 -3.24935 0.72541 0.02845
H11 -3.26807 1.65025 -0.28683
C16 -1.09588 1.70667 -0.08294
O4 -1.67912 2.69167 -0.48973
N1 0.22439 1.62730 0.14248
N2 1.10961 2.65042 -0.19462
C17 2.15952 2.29096 -1.02330
C18 3.37811 2.97303 -1.01638
C19 4.39045 2.60272 -1.88167
C20 4.22353 1.54651 -2.76028
C21 3.01611 0.86772 -2.77594
C22 1.99410 1.23264 -1.92380
H12 1.05073 0.70928 -1.96875
H13 2.86235 0.04775 -3.46262
H14 5.02130 1.25955 -3.42809
H15 5.32530 3.14400 -1.86105
H16 3.54361 3.79351 -0.33727
C23 1.24035 3.68709 0.80163
H17 1.59376 4.59947 0.32593
H18 0.24992 3.88363 1.20868
H19 1.91940 3.41136 1.61900
H20 0.60303 0.75266 0.49911
H21 -3.08365 -0.12536 -2.12916
H22 -2.38209 -1.61697 -3.96640
H23 -0.30351 -2.94319 -3.73009
H24 1.04629 -2.75423 -1.71004

# 3
Entry from the OMol25 dataset: a cluster of 10 separate species, H20O10 in total (wB97M-V/def2-TZVPD).

Its SMILES is O.O.O.O.O.O.O.O.O.O. The multiplicity is 1. The total charge is 0. The value obtained for the HOMO energy is -10.0 eV. The energy above the lowest of the compared OMol25 structures with the same formula, charge and spin comes out at 2.971 eV. The value obtained for the lowest unoccupied orbital energy is -0.0092 Eh. The calculation puts the total energy at -20799.64120 eV.

CARTESIAN COORDINATES (ANGSTROEM)
O1 1.11013 1.20917 -2.10303
H1 1.41413 2.07017 -2.44003
H2 0.55513 0.80417 -2.80903
O2 -0.76787 -0.39483 -3.18703
H3 -0.74487 -0.84883 -4.05703
H4 -0.71187 -1.10983 -2.57103
O3 -0.09987 0.07217 0.06197
H5 -0.14487 0.65917 0.79997
H6 0.33713 0.55717 -0.63203
O4 -0.84887 -2.07983 1.97097
H7 -1.71887 -1.68683 2.10797
H8 -0.64287 -1.88883 1.09497
O5 -0.66687 0.90617 2.96197
H9 -0.86087 1.29917 3.85397
H10 0.24513 1.21917 2.86497
O6 -3.00587 -0.39183 2.72397
H11 -2.14787 0.03917 2.67897
H12 -3.50387 -0.53383 1.92097
O7 2.70113 -1.11483 -2.55003
H13 2.18413 -0.33983 -2.43503
H14 2.20513 -1.61483 -3.18103
O8 2.17213 -1.34283 0.13897
H15 1.27313 -1.06183 0.06897
H16 2.34613 -1.86583 -0.67203
O9 -2.48087 0.81017 -1.04603
H17 -1.63587 0.38217 -0.89203
H18 -2.68387 0.68517 -1.92703
O10 1.95413 1.70117 2.10697
H19 1.84713 2.61617 2.28797
H20 2.32113 1.24417 2.85897

# 4
Entry from the OMol25 dataset: the ion C6H9O3SSi with charge -1 (wB97M-V/def2-TZVPD).

The multiplicity is 1. The total charge is -1. The value obtained for the HOMO energy is -2.7 eV. The energy above the lowest of the compared OMol25 structures with the same formula, charge and spin comes out at 0.000 eV. The value obtained for the lowest unoccupied orbital energy is 0.1252 Eh. The calculation puts the total energy at -31223.26830 eV.

CARTESIAN COORDINATES (ANGSTROEM)
C1 -1.82603 -1.99538 -0.52531
C2 0.74616 1.93367 -2.59488
C3 1.70782 0.21612 0.70575
C4 -0.81997 -1.15456 -0.45068
C5 0.93213 1.07942 -1.57055
C6 0.84130 1.24553 -0.11334
O1 -0.81125 0.62356 2.18396
O2 -0.10963 -1.60244 2.42377
O3 -2.08970 -1.00782 3.83768
Si1 0.02695 -0.40668 1.10402
S1 -0.81138 -0.46675 3.41001
H1 -2.37248 -2.47951 -1.29570
H2 -2.25759 -2.38269 0.44596
H3 0.73633 1.53142 -3.60975
H4 0.42450 2.97641 -2.61012
H5 2.40447 0.73640 1.39274
H6 2.16075 -0.49156 0.03292
H7 -0.44657 -0.58622 -1.21857
H8 1.03916 -0.00148 -1.75398
H9 0.52503 2.23257 0.20606

We obtain gap between HOMO and LUMO values of 9.96; 8.49; 9.80; 6.13 eV for the records listed above, in that order.
We obtain F_max values of 0.08374; 0.01509; 0.05743; 0.06642 Eh/bohr for the records listed above, in that order.